{"formula": "C3H6ClNO", "method": "ωB97M-V/def2-TZVPD", "species": ["C", "C", "C", "N", "O", "Cl", "H", "H", "H", "H", "H", "H"], "xyz": [[-0.59762, 0.86083, 0.35703], [2.24266, -0.09844, 0.00621], [-0.10378, -0.46932, 0.29399], [1.17699, -0.84802, 0.11676], [-1.79543, 1.12571, 0.67087], [-3.89165, -0.27887, -0.76145], [-0.07069, 1.61847, -0.16557], [-3.12231, 0.69894, -0.54544], [2.09951, 1.02417, -0.01077], [3.31072, -0.53127, -0.22911], [-0.69467, -1.36495, 0.54999], [1.44627, -1.73724, -0.28253]], "forces_ev_per_angstrom": [[-3.16, -1.24, -0.27], [2.19, 1.50, -0.59], [-1.12, -1.71, 1.05], [2.24, 1.51, -1.47], [2.39, -0.19, 0.04], [-0.87, -0.86, -0.51], [1.20, 1.11, -0.19], [0.58, 0.59, 0.41], [0.43, -1.56, 0.52], [-2.68, 0.70, 0.40], [-0.24, 1.05, -0.19], [-0.96, -0.91, 0.79]], "nbo_charge": [0.313, -0.196, -0.268, -0.380, -0.629, -0.314, 0.124, 0.294, 0.198, 0.211, 0.217, 0.430], "total_charge": 0, "fmax_ev_per_a": 3.4, "mol_weight_da": 107.5, "e_lumo_ev": [-0.60, -0.62]}